Formula: C4H9N3
Source: OMol25
Level of theory: ωB97M-V with the def2-TZVPD basis set

CARTESIAN COORDINATES (ANGSTROEM)
C1 -1.4487 -0.4072 0.7774
C2 -0.3486 0.2812 -0.0088
N1 -0.3706 1.6622 -0.2587
C3 0.4917 -0.5647 -0.9738
N2 1.0335 -0.1176 0.2076
H1 -1.0892 -1.3980 0.6852
H2 -1.3505 -0.1409 1.8013
H3 -2.3796 -0.4300 0.3198
H4 -1.2137 1.9937 -0.6566
H5 -0.2396 2.2663 0.4802
H6 0.2672 -1.6272 -1.1350
H7 0.8189 -0.1706 -1.8505
H8 1.2448 -0.8524 0.9083
C4 3.7487 0.1020 0.0289
N3 4.6292 -0.5122 0.4456
H9 2.8760 0.5870 -0.2197

Atoms 1-3, force components in eV/Å:
3.070 -0.267 -0.536
0.660 -0.803 -0.398
-0.317 -0.025 -2.162

Output
E_LUMO (eV): 0.82
SMILES: C[C@]1(N)CN1.C#N
Largest force on an atom (eV/Å): 3.45
ΔE to the lowest compared entry with this formula, charge and spin (eV): 2.879
2S+1: 1
HOMO level (eV): -9.4

Results of the natural (NBO) charge analysis, in e, for atoms 1 through 6:
1 C -0.6293
2 C 0.2487
3 N -0.8317
4 C -0.2409
5 N -0.6235
6 H 0.2076

---

Formula: C4H9N3
Source: OMol25
Level of theory: ωB97M-V with the def2-TZVPD basis set

CARTESIAN COORDINATES (ANGSTROEM)
C1 -1.8937 -0.2065 -0.6541
N1 -0.8827 0.7569 -0.2727
N2 -0.5153 0.6860 1.1943
C2 1.0480 0.4859 1.1526
C3 1.4849 -0.9041 0.6862
C4 1.4457 0.2997 -0.2513
N3 0.2843 0.4201 -1.1362
H1 -2.9678 0.1857 -0.6522
H2 -1.6068 -0.3824 -1.7407
H3 -1.6834 -1.1138 0.0316
H4 -1.0331 -0.0978 1.5293
H5 1.5797 0.9051 2.0354
H6 0.7920 -1.6864 0.5220
H7 2.4290 -1.2373 1.0509
H8 2.4784 0.6975 -0.6092
H9 0.5204 1.2281 -1.6771

Atoms 1-3, force components in eV/Å:
-0.070 -0.694 -0.395
0.636 0.988 -0.058
2.730 1.290 -2.543

Output
E_LUMO (eV): 1.14
SMILES: CN1N[C@H]2C[C@H]2N1
Largest force on an atom (eV/Å): 3.95
ΔE to the lowest compared entry with this formula, charge and spin (eV): 4.614
2S+1: 1
HOMO level (eV): -7.9

Results of the natural (NBO) charge analysis, in e, for atoms 1 through 6:
1 C -0.4440
2 N -0.1656
3 N -0.4548
4 C -0.1011
5 C -0.4571
6 C -0.0825

---

Formula: C4H9N3
Source: OMol25
Level of theory: ωB97M-V with the def2-TZVPD basis set

CARTESIAN COORDINATES (ANGSTROEM)
C1 -0.1622 2.2371 -1.1474
C2 1.4878 0.0553 0.4063
C3 -0.8474 -0.6055 -0.3357
C4 0.0120 0.2336 0.4856
N1 -0.1839 3.0956 -1.9236
N2 -0.5304 -0.4511 -1.7507
N3 -0.4835 0.7715 1.5998
H1 1.7671 -0.7078 1.2300
H2 1.7403 -0.2886 -0.5215
H3 1.9480 0.9571 0.6347
H4 -0.5373 -1.6735 -0.1265
H5 -1.9570 -0.6123 0.1045
H6 -1.1516 -0.9467 -2.2652
H7 -0.6757 0.5527 -2.0615
H8 0.3361 1.1378 2.2809
H9 -1.4380 1.0500 1.7392

Atoms 1-3, force components in eV/Å:
0.206 -0.607 0.941
-1.362 -1.423 3.191
-1.840 -1.650 -0.374

Output
E_LUMO (eV): -0.27
Largest force on an atom (eV/Å): 4.50
ΔE to the lowest compared entry with this formula, charge and spin (eV): 3.448
2S+1: 1
HOMO level (eV): -9.1

Results of the natural (NBO) charge analysis, in e, for atoms 1 through 6:
1 C -0.1827
2 C -0.6854
3 C -0.3208
4 C 0.5437
5 N -0.5636
6 N -0.8223

---

Formula: C4H9N3
Source: OMol25
Level of theory: ωB97M-V with the def2-TZVPD basis set

CARTESIAN COORDINATES (ANGSTROEM)
C1 -1.0831 1.0873 -1.5754
C2 1.0559 0.5268 -0.0920
C3 -1.6078 0.8685 -0.2194
C4 2.5142 0.4694 0.1859
N1 0.3174 -0.2587 0.6072
N2 -1.1054 -0.2617 0.5929
N3 -1.6361 -1.4927 0.1840
H1 -0.8642 0.1173 -2.0675
H2 -1.4841 1.7627 0.3961
H3 -2.6825 0.6939 -0.3478
H4 2.8619 -0.5399 0.4409
H5 2.6963 1.1215 1.0448
H6 3.0818 0.8533 -0.6557
H7 0.6637 -0.9259 1.3132
H8 -1.2538 -1.8231 -0.7042
H9 -1.4742 -2.1988 0.8970

Atoms 1-3, force components in eV/Å:
0.661 -0.050 0.110
-1.169 0.031 -0.636
0.459 0.033 0.280

Output
E_LUMO (eV): 0.51
Largest force on an atom (eV/Å): 1.33
ΔE to the lowest compared entry with this formula, charge and spin (eV): 7.562
2S+1: 1
HOMO level (eV): -8.0

Results of the natural (NBO) charge analysis, in e, for atoms 1 through 6:
1 C -0.1021
2 C 0.1650
3 C -0.4363
4 C -0.7234
5 N -0.4066
6 N -0.1394

---

Formula: C4H9N3O
Source: OMol25
Level of theory: ωB97M-V with the def2-TZVPD basis set

CARTESIAN COORDINATES (ANGSTROEM)
C1 -0.6771 -1.0213 -1.2751
C2 -0.6468 1.5803 -0.4006
C3 1.3955 -0.2461 -0.3230
C4 0.1122 0.1472 1.4607
N1 -0.4983 -0.3694 2.5222
O1 2.6827 -0.1031 -0.7184
N2 1.1902 -0.3794 0.9697
N3 0.4387 -0.0866 -1.2312
H1 2.6610 -0.0731 -1.6850
H2 -0.1898 -1.2307 2.9638
H3 -1.2307 0.1462 2.9783
H4 -1.4849 -0.5802 -1.8611
H5 -0.3591 -1.9346 -1.7886
H6 -1.0749 -1.3001 -0.2927
H7 0.0137 2.3064 0.0494
H8 -0.7383 1.6810 -1.4732
H9 -1.5940 1.4634 0.1050

Atoms 1-3, force components in eV/Å:
0.057 0.034 0.104
0.273 -0.427 -0.025
-0.067 0.131 0.212

Output
E_LUMO (spin up / spin down) (eV): 0.24 / 0.24
Largest force on an atom (eV/Å): 0.52
ΔE to the lowest compared entry with this formula, charge and spin (eV): 5.080
2S+1: 1
HOMO level (spin up / spin down) (eV): -7.8 / -7.8

Results of the natural (NBO) charge analysis, in e, for atoms 1 through 6:
1 C -0.4149
2 C -0.4400
3 C 0.6869
4 C 0.3424
5 N -0.8019
6 O -0.6529

---

Formula: C4H9N3O
Source: OMol25
Level of theory: ωB97M-V with the def2-TZVPD basis set

CARTESIAN COORDINATES (ANGSTROEM)
C1 -1.9209 -0.2025 1.7080
C2 -0.7424 0.6412 1.4216
C3 0.5409 -0.1846 1.5991
C4 0.5790 -0.5160 -1.7873
H1 -2.8263 0.8402 2.6238
H2 -1.4280 -1.5709 2.6872
H3 -2.4317 -0.7117 -0.2552
H4 -0.6617 1.6047 1.9849
H5 1.5075 0.1095 2.2261
H6 0.3180 -1.2199 1.8107
H7 0.1288 -1.4041 -2.4026
H8 1.3629 1.1690 -1.7014
H9 1.5671 0.8250 -4.1227
N1 0.3901 0.4593 0.2931
N2 -0.0517 -0.4439 -0.5952
N3 1.5666 0.3554 -2.1363
O1 2.1015 0.2493 -3.3539

Atoms 1-3, force components in eV/Å:
-1.496 0.227 1.207
2.714 -0.459 2.326
2.038 1.792 1.517

Output
E_LUMO (eV): -0.75
Largest force on an atom (eV/Å): 5.47
ΔE to the lowest compared entry with this formula, charge and spin (eV): 15.827
2S+1: 1
HOMO level (eV): -8.4

Results of the natural (NBO) charge analysis, in e, for atoms 1 through 6:
1 C -0.5032
2 C -0.3070
3 C -0.2227
4 C 0.2295
5 H 0.2308
6 H 0.1873

---

Formula: C4H9N3O
Source: OMol25
Level of theory: ωB97M-V with the def2-TZVPD basis set

CARTESIAN COORDINATES (ANGSTROEM)
C1 -1.2796 -0.4795 -0.3677
C2 0.2915 -0.4924 -0.5439
C3 1.1218 -0.7005 0.8361
C4 2.0002 0.2688 0.0789
H1 -0.4645 1.8752 -0.3267
H2 -2.3783 0.6909 1.1929
H3 -3.1051 -1.3306 -0.1118
H4 0.4145 -1.3809 -1.1525
H5 0.6693 -0.4210 1.7596
H6 1.1172 -1.7666 0.9267
H7 2.6438 0.0117 -0.6520
H8 2.2429 0.9176 0.8870
H9 1.0737 0.7739 -1.8270
N1 -1.5823 0.6470 0.4047
N2 -2.1264 -1.5375 -0.3320
N3 0.9105 0.8251 -0.8015
O1 -1.5492 2.0989 0.0292

Atoms 1-3, force components in eV/Å:
-2.672 -1.281 2.334
-4.420 -1.251 2.148
-2.439 -1.644 -3.512

Output
E_LUMO (eV): 0.61
Largest force on an atom (eV/Å): 6.36
ΔE to the lowest compared entry with this formula, charge and spin (eV): 7.148
2S+1: 1
HOMO level (eV): -8.4

Results of the natural (NBO) charge analysis, in e, for atoms 1 through 6:
1 C 0.3931
2 C -0.0868
3 C -0.4316
4 C -0.2257
5 H 0.4970
6 H 0.3866

---

Formula: C4H9N3O
Source: OMol25
Level of theory: ωB97M-V with the def2-TZVPD basis set

CARTESIAN COORDINATES (ANGSTROEM)
C1 -0.4459 1.6390 -0.0327
N1 -0.2454 0.2090 0.1625
C2 -1.3202 -0.5489 -0.4569
C3 -2.5621 -0.5649 0.3870
O1 -3.6449 -0.7684 -0.0924
N2 0.9794 -0.1162 -0.4998
C4 1.8852 -0.4183 0.3354
N3 3.1839 -0.6739 -0.0348
H1 0.3592 2.1626 0.4794
H2 -0.4500 1.8915 -1.1063
H3 -1.4410 1.8893 0.4039
H4 -1.5765 -0.2060 -1.4830
H5 -1.0160 -1.5993 -0.5293
H6 -2.4037 -0.3595 1.4812
H7 1.7257 -0.3917 1.4283
H8 3.2959 -0.8105 -1.0185
H9 3.6765 -1.3337 0.5761

Atoms 1-3, force components in eV/Å:
-0.905 -0.138 0.196
-0.141 0.050 0.021
0.231 -0.042 -0.370

Output
E_LUMO (eV): 0.88
SMILES: CN(CC=O)/N=C/N
Largest force on an atom (eV/Å): 0.94
ΔE to the lowest compared entry with this formula, charge and spin (eV): 2.371
2S+1: 1
HOMO level (eV): -8.7

Results of the natural (NBO) charge analysis, in e, for atoms 1 through 6:
1 C -0.4200
2 N -0.3147
3 C -0.3456
4 C 0.4341
5 O -0.5160
6 N -0.3896

---

Formula: C4H9N3O
Source: OMol25
Level of theory: ωB97M-V with the def2-TZVPD basis set

CARTESIAN COORDINATES (ANGSTROEM)
C1 -3.2135 0.6110 -0.1018
C2 -1.2961 -0.8396 0.0844
C3 1.1197 -0.4639 -0.0910
C4 2.5668 -0.8777 0.0393
H1 -3.8288 0.1838 1.3771
H2 -3.1274 2.0415 -0.5245
H3 -3.6113 -0.5303 -1.1140
H4 -2.1045 -1.7956 -0.1980
H5 3.2774 -0.4065 -0.6886
H6 2.9977 -0.7628 1.0699
H7 2.8217 -2.0328 -0.1832
H8 0.3294 1.4649 0.4577
H9 2.4860 2.0230 -0.5171
N1 -1.7118 0.3605 0.2783
N2 0.0712 -1.2799 0.0837
N3 0.9875 0.8110 -0.1511
O1 2.2360 1.4934 0.1788

Atoms 1-3, force components in eV/Å:
1.698 -1.080 1.451
-0.128 -1.344 -0.989
-2.043 -4.497 2.273

Output
E_LUMO (eV): 0.18
Largest force on an atom (eV/Å): 8.17
ΔE to the lowest compared entry with this formula, charge and spin (eV): 10.793
2S+1: 1
HOMO level (eV): -8.7

Results of the natural (NBO) charge analysis, in e, for atoms 1 through 6:
1 C -0.4821
2 C 0.2871
3 C 0.4518
4 C -0.6708
5 H 0.1972
6 H 0.2710

---

Formula: C4H9N3O
Source: OMol25
Level of theory: ωB97M-V with the def2-TZVPD basis set

CARTESIAN COORDINATES (ANGSTROEM)
C1 -1.1422 1.1258 2.0869
C2 -0.8204 0.6367 0.9210
C3 -0.0883 0.4055 -0.2702
N1 1.4983 0.1972 0.2923
N2 2.3037 1.0504 -0.4307
O1 1.8752 -1.1751 -0.0312
N3 -1.0493 -0.5788 -0.0500
C4 -1.6572 -1.2629 -1.1595
H1 -2.0333 0.8061 2.6053
H2 -0.5952 1.9708 2.4799
H3 -0.0328 1.0383 -1.1579
H4 2.3523 0.8067 -1.4221
H5 3.2446 1.0567 -0.0485
H6 1.6312 -1.6681 0.7622
H7 -1.0243 -1.2454 -2.0592
H8 -1.8456 -2.3299 -1.0449
H9 -2.6168 -0.8342 -1.4734

Atoms 1-3, force components in eV/Å:
-0.608 0.194 -0.081
-2.127 -1.641 -2.084
3.664 0.363 1.522

Output
E_LUMO (eV): 1.03
SMILES: C=C1[C@@H](N(N)O)N1C
Largest force on an atom (eV/Å): 3.98
ΔE to the lowest compared entry with this formula, charge and spin (eV): 7.101
2S+1: 1
HOMO level (eV): -8.5

Results of the natural (NBO) charge analysis, in e, for atoms 1 through 6:
1 C -0.4824
2 C 0.2540
3 C 0.0338
4 N -0.0420
5 N -0.6655
6 O -0.6428

---

> Which value of 2S+1 does entry 1 give?

1